1.
86
Properties=species:S:1:pos:R:3:forces:R:3 method="wB97M-V/def2-TZVPD" homo_lumo_gap_ev=8.201
C -0.368 -1.904 -3.429 0.7 0.5 0.8
C 1.076 -1.360 -3.320 -0.6 -0.1 -0.6
O 1.943 -2.297 -2.696 0.1 0.1 0.2
C 1.158 -0.011 -2.588 0.8 -0.3 0.0
N 1.282 -0.144 -1.140 -0.5 0.6 -0.2
C 0.011 -0.449 -0.492 0.0 -0.5 0.4
C -0.091 0.217 0.879 -1.0 -0.4 -1.0
O 1.031 -0.037 1.693 0.3 0.9 0.3
O 0.733 -1.200 2.445 -0.9 -1.5 0.4
C 1.890 -1.690 2.937 1.6 1.2 -0.4
O 2.898 -1.067 2.886 0.6 0.2 0.4
O 1.856 -2.946 3.448 -1.4 -0.1 -0.8
C 1.531 -3.817 2.385 -0.1 -0.3 -0.2
C 2.395 -3.919 1.306 -0.3 -0.1 0.4
C 2.014 -4.754 0.268 0.5 0.2 -0.6
N 0.885 -5.458 0.209 0.2 0.3 0.5
C 0.104 -5.341 1.280 -0.7 -0.2 0.1
C 0.355 -4.543 2.386 0.4 0.2 0.2
H -0.523 -2.528 -2.544 -0.2 -0.2 -0.2
H -1.062 -1.068 -3.339 -0.2 -0.2 -0.4
H -0.523 -2.449 -4.357 -0.2 -0.1 0.1
H 1.456 -1.203 -4.340 -0.1 0.3 0.0
H 1.792 -3.153 -3.107 0.0 0.0 0.0
H 2.058 0.491 -2.955 0.0 0.0 0.2
H 0.310 0.631 -2.875 -0.1 -0.2 -0.1
H 1.590 0.763 -0.804 0.2 -0.1 0.1
H -0.863 -0.136 -1.085 0.1 0.1 0.1
H -0.085 -1.534 -0.364 0.1 0.0 -0.1
H -1.019 -0.095 1.366 0.2 -0.1 0.2
H -0.204 1.293 0.718 0.6 0.1 0.4
H 3.323 -3.363 1.289 0.0 0.0 -0.1
H 2.681 -4.823 -0.586 -0.1 -0.1 0.0
H -0.826 -5.904 1.273 0.1 0.0 -0.1
H -0.332 -4.481 3.219 0.0 0.0 -0.1
C 1.613 4.749 8.534 0.0 0.0 -0.1
C 3.088 4.576 8.849 -0.1 0.3 0.1
O 3.617 3.377 8.282 -0.5 0.4 -0.7
P 3.897 3.306 6.681 2.8 -4.4 3.7
O 5.011 4.253 6.425 -2.2 1.5 -1.7
O 4.693 1.875 6.605 -0.5 0.2 -0.3
C 5.950 1.744 5.941 0.3 -0.1 0.1
C 7.076 1.708 6.951 0.0 0.0 0.2
O 2.481 2.609 6.317 0.3 2.1 -0.9
C 2.360 1.530 5.366 -0.2 -0.2 -0.5
C 2.183 0.227 6.107 0.0 -0.1 0.4
H 1.457 4.914 7.465 0.0 0.0 0.0
H 1.201 5.601 9.075 0.0 0.0 0.0
H 1.056 3.852 8.806 0.0 0.0 0.1
H 3.664 5.439 8.501 0.0 0.0 0.0
H 3.228 4.497 9.926 0.1 -0.1 0.0
H 6.096 2.536 5.208 0.0 0.1 0.1
H 5.919 0.800 5.390 -0.1 0.0 0.1
H 7.065 2.596 7.584 0.0 0.1 -0.1
H 8.044 1.646 6.453 0.0 0.0 0.0
H 6.966 0.844 7.609 0.0 0.0 0.0
H 3.207 1.498 4.684 0.1 0.0 0.1
H 1.470 1.729 4.766 0.0 0.2 0.1
H 3.020 0.017 6.769 0.1 0.1 -0.1
H 2.082 -0.600 5.406 0.0 0.0 0.0
H 1.292 0.262 6.738 -0.1 0.0 -0.1
C -2.241 2.317 -6.521 0.0 -0.1 -0.1
C -2.954 1.744 -5.309 0.0 0.0 0.0
O -4.161 1.077 -5.663 0.7 0.2 -0.4
P -4.089 -0.412 -6.387 -5.9 4.3 4.3
O -3.640 -1.152 -5.161 2.7 -1.8 -2.5
O -5.690 -0.775 -6.326 0.6 -0.6 -1.1
C -6.160 -2.010 -5.782 -0.2 -0.1 0.3
C -6.699 -1.794 -4.385 0.0 0.1 0.1
O -4.268 0.367 -7.819 1.7 -2.0 -0.4
C -5.164 -0.081 -8.856 0.1 -0.2 -0.6
C -6.396 0.792 -8.857 -0.1 0.3 0.3
H -1.876 1.520 -7.174 0.1 0.0 0.0
H -1.388 2.925 -6.216 0.0 0.0 0.0
H -2.922 2.930 -7.111 0.0 0.0 0.0
H -2.298 1.059 -4.760 0.0 0.0 0.0
H -3.234 2.551 -4.631 -0.1 -0.1 0.0
H -5.383 -2.773 -5.797 0.1 0.1 0.1
H -6.963 -2.359 -6.437 0.0 0.1 -0.1
H -5.944 -1.350 -3.736 0.1 -0.1 -0.1
H -7.027 -2.737 -3.945 0.0 0.0 0.0
H -7.546 -1.108 -4.408 0.0 0.0 0.0
H -5.409 -1.136 -8.747 0.0 0.0 0.2
H -4.638 0.032 -9.807 0.1 0.0 0.1
H -6.913 0.756 -7.900 0.0 -0.2 0.0
H -7.087 0.477 -9.640 0.1 0.0 -0.1
H -6.123 1.834 -9.027 0.0 0.0 -0.1

2.
84
Properties=species:S:1:pos:R:3:forces:R:3 method="wB97M-V/def2-TZVPD" homo_lumo_gap_ev=7.460 total_charge=-1
C 1.396 2.450 1.480 -0.2 0.0 0.0
C 0.645 3.665 0.962 0.0 -0.1 0.0
O 0.716 3.658 -0.464 0.1 0.1 0.0
C -0.491 3.927 -1.147 -0.1 0.0 -0.1
C -1.144 5.255 -0.800 0.0 0.1 -0.1
O -2.314 5.366 -1.577 0.1 0.0 0.0
C -3.372 6.075 -0.887 0.0 0.0 0.0
Al -4.370 4.960 0.457 -0.1 0.2 -0.1
C -4.522 5.939 2.240 0.0 -0.1 0.2
C -3.252 6.390 2.822 0.0 -0.4 -0.2
O -2.362 6.992 2.318 0.0 0.3 0.0
Cl -3.011 5.869 4.563 0.0 0.0 0.1
C -6.245 4.602 -0.182 -0.1 -0.1 0.0
C -6.816 3.190 -0.152 0.1 0.2 -0.3
C -8.270 3.066 -0.634 -0.1 0.0 0.1
I -6.645 2.395 1.856 0.0 -0.1 0.1
O -3.463 3.368 0.664 -0.3 0.3 -0.2
C -3.022 2.964 1.771 0.2 0.0 0.0
N -2.568 2.597 2.772 0.1 -0.2 0.2
H 2.282 2.277 0.864 0.0 0.0 0.1
H 0.752 1.568 1.423 0.1 0.0 0.0
H 1.690 2.579 2.525 0.0 0.0 -0.1
H 1.083 4.597 1.338 0.0 0.0 0.0
H -0.393 3.627 1.302 0.0 0.0 0.0
H -1.231 3.130 -0.980 0.0 0.1 0.1
H -0.235 3.929 -2.211 -0.1 -0.1 0.1
H -0.461 6.089 -1.026 0.0 0.0 0.1
H -1.373 5.308 0.272 0.0 0.0 -0.1
H -2.964 7.002 -0.456 0.0 0.0 -0.1
H -4.073 6.387 -1.674 0.1 0.0 0.0
H -5.097 5.341 2.946 0.0 0.2 0.0
H -5.097 6.835 1.971 0.1 -0.1 -0.1
H -6.940 5.251 0.374 0.1 0.0 -0.1
H -6.299 4.928 -1.235 0.0 0.0 0.1
H -6.187 2.536 -0.758 0.0 -0.1 0.3
H -8.911 2.526 0.064 0.1 0.0 -0.1
H -8.310 2.539 -1.590 0.0 0.1 0.0
H -8.695 4.065 -0.763 0.0 -0.1 0.0
C 2.824 -2.782 -3.157 0.0 0.0 0.0
O 1.525 -2.571 -2.667 0.0 0.1 0.1
C 1.398 -2.987 -1.317 0.0 0.0 0.0
C 0.139 -2.432 -0.692 0.0 -0.1 0.0
O 0.260 -1.088 -0.273 0.0 0.0 0.0
C 0.080 -0.096 -1.274 0.0 0.2 0.0
C -1.367 0.192 -1.591 0.0 0.0 0.0
O -1.912 -0.799 -2.452 0.0 -0.1 0.1
C -3.313 -0.697 -2.531 0.0 0.0 -0.1
H 3.102 -3.844 -3.113 0.0 0.0 0.0
H 2.841 -2.455 -4.195 0.0 0.0 0.0
H 3.564 -2.208 -2.587 0.0 0.0 0.0
H 2.267 -2.654 -0.736 0.0 0.0 0.0
H 1.367 -4.086 -1.278 0.0 0.0 0.0
H -0.047 -3.002 0.223 0.0 0.0 0.0
H -0.712 -2.568 -1.364 0.0 0.0 0.0
H 0.634 -0.349 -2.182 -0.1 0.0 0.0
H 0.501 0.819 -0.854 0.1 0.0 0.0
H -1.437 1.176 -2.073 0.0 0.0 0.0
H -1.938 0.230 -0.654 0.0 0.0 0.0
H -3.781 -0.851 -1.552 0.0 0.0 0.0
H -3.660 -1.467 -3.219 0.0 0.0 0.0
H -3.623 0.285 -2.911 0.0 0.0 0.0
C 4.077 -8.667 0.382 0.1 0.0 0.0
O 4.808 -7.466 0.439 -0.1 0.1 0.0
C 4.573 -6.647 -0.690 0.0 0.0 0.0
C 5.087 -5.245 -0.456 0.0 0.0 0.0
O 4.223 -4.446 0.329 0.0 0.0 0.0
C 4.255 -4.649 1.732 0.0 0.0 0.1
C 5.431 -3.992 2.415 0.0 0.0 0.0
O 6.604 -4.771 2.258 0.0 0.0 -0.1
C 7.760 -4.062 2.635 0.0 0.0 0.0
H 4.339 -9.255 -0.506 0.0 0.0 0.0
H 4.325 -9.243 1.272 0.0 0.0 0.0
H 2.998 -8.477 0.369 0.0 0.0 0.0
H 3.497 -6.600 -0.907 0.0 0.0 0.0
H 5.082 -7.073 -1.568 0.0 0.0 0.0
H 5.130 -4.747 -1.428 0.0 0.0 0.0
H 6.096 -5.275 -0.037 0.0 0.0 0.0
H 4.216 -5.712 1.981 0.1 0.0 0.0
H 3.348 -4.170 2.108 0.0 0.0 0.0
H 5.205 -3.876 3.484 0.0 0.0 0.0
H 5.582 -2.993 1.987 0.0 0.0 0.0
H 7.904 -3.173 2.010 0.0 0.0 0.0
H 8.610 -4.729 2.506 0.0 0.0 0.0
H 7.713 -3.746 3.684 0.0 0.0 0.0

3.
120
Properties=species:S:1:pos:R:3:forces:R:3 method="wB97M-V/def2-TZVPD" homo_lumo_gap_ev=8.005
C 0.418 0.463 -4.297 -0.2 -0.2 0.4
C 0.212 0.691 -2.778 0.1 -0.4 -0.2
C 1.132 1.794 -2.262 -0.5 0.2 -0.9
Cl 1.176 1.883 -0.453 0.0 0.1 -0.1
B 0.616 3.226 -2.717 0.2 -0.1 -0.4
O -0.722 3.489 -2.968 0.8 0.5 0.2
B -0.987 4.811 -3.382 -1.1 0.5 -0.9
C -2.196 5.037 -4.378 0.8 0.0 0.9
C -3.497 4.576 -3.657 0.4 -0.4 -0.9
N -4.703 4.536 -4.464 2.4 0.7 0.0
O -0.236 5.885 -2.905 0.1 -1.3 0.8
B 0.837 5.352 -2.199 0.8 0.8 -0.7
C 1.272 5.807 -0.758 -0.6 0.6 0.6
C 1.319 7.333 -0.616 0.8 -1.1 0.0
O 2.318 7.930 -0.887 -0.5 0.5 -0.1
O 0.169 7.938 -0.194 0.4 0.4 0.2
O 1.501 4.297 -2.841 -0.5 -0.4 1.3
H -0.518 0.090 -4.726 0.2 0.0 0.0
H 0.668 1.385 -4.838 0.1 -0.2 0.1
H 1.189 -0.300 -4.444 0.0 0.3 -0.2
H -0.843 0.941 -2.625 0.3 0.1 0.3
H 0.414 -0.250 -2.253 -0.1 0.2 0.0
H 2.163 1.666 -2.609 -0.1 -0.2 0.3
H -1.968 4.414 -5.257 -0.4 0.1 0.1
H -2.216 6.093 -4.673 -0.2 -0.2 -0.1
H -3.312 3.547 -3.317 -0.1 0.2 0.1
H -3.642 5.199 -2.762 -0.1 -0.1 -0.2
H -4.757 3.710 -5.040 0.0 0.2 -0.1
H -4.849 5.385 -4.993 0.0 -0.2 -0.1
H 2.215 5.366 -0.425 -0.1 0.2 -0.3
H 0.482 5.449 -0.072 0.1 -0.2 -0.3
H -0.126 7.529 0.631 -0.2 -0.2 -0.3
C 2.681 -0.353 2.806 0.5 0.1 0.1
C 2.919 -0.657 1.347 -0.3 0.2 -0.3
O 3.124 -2.083 1.307 0.1 -0.1 0.5
S 2.244 -2.778 2.442 0.2 0.5 -0.2
O 1.037 -3.254 1.861 -0.1 -0.2 0.2
O 3.084 -3.621 3.213 -0.1 -0.2 -0.1
O 1.900 -1.460 3.287 -0.1 -0.1 -0.3
H 3.617 -0.325 3.367 0.0 0.0 0.0
H 2.145 0.582 2.953 -0.2 -0.1 0.1
H 3.780 -0.131 0.946 -0.1 -0.4 0.1
H 2.042 -0.423 0.744 0.0 0.0 0.0
C 6.851 2.035 -1.968 0.0 -0.4 -0.2
C 5.637 2.618 -2.663 0.3 0.5 -0.2
O 4.580 2.483 -1.704 0.0 -0.4 0.2
S 5.191 2.633 -0.227 0.4 0.0 -0.6
O 4.988 3.965 0.216 -0.1 -0.1 0.4
O 4.773 1.510 0.542 -0.1 0.5 0.1
O 6.728 2.451 -0.604 -1.5 0.2 -0.5
H 6.840 0.943 -1.996 0.0 0.0 0.0
H 7.786 2.397 -2.388 0.0 0.1 0.3
H 5.387 2.094 -3.582 -0.2 -0.1 0.1
H 5.771 3.680 -2.875 0.0 0.0 0.0
C -9.653 2.931 -2.290 -0.2 -0.4 0.0
C -8.431 2.707 -1.424 0.0 0.4 0.2
O -7.417 2.279 -2.337 -0.3 -0.2 -0.2
S -7.633 2.993 -3.761 -0.3 0.2 0.3
O -6.767 4.113 -3.848 -2.4 -0.6 0.4
O -7.655 1.989 -4.763 0.2 0.0 0.0
O -9.145 3.502 -3.497 0.3 0.0 0.2
H -10.143 1.986 -2.536 0.0 0.0 0.1
H -10.373 3.602 -1.828 0.1 0.1 -0.2
H -8.595 1.953 -0.658 0.2 -0.1 -0.1
H -8.097 3.636 -0.955 -0.1 0.0 0.0
C 9.803 3.266 3.437 -0.4 0.3 0.1
C 9.785 1.766 3.609 0.5 -0.1 0.2
O 9.348 1.267 2.334 -0.2 0.3 -0.1
S 9.873 2.235 1.171 0.0 0.1 0.4
O 11.059 1.688 0.615 -0.1 0.1 -0.2
O 8.760 2.596 0.361 1.3 -0.1 0.3
O 10.276 3.477 2.096 0.1 -0.4 -0.1
H 8.796 3.687 3.511 0.0 0.0 0.0
H 10.451 3.756 4.152 0.1 0.0 -0.5
H 9.112 1.442 4.397 -0.2 -0.1 -0.2
H 10.786 1.376 3.804 0.0 0.0 0.0
C -2.831 -5.767 1.018 0.1 -0.5 0.0
C -1.409 -5.368 0.688 0.0 0.5 0.3
O -1.345 -5.431 -0.743 -0.3 -0.3 -0.1
S -2.776 -5.037 -1.355 0.2 0.0 0.4
O -2.750 -3.669 -1.733 -0.2 -0.1 -0.2
O -3.168 -6.060 -2.257 0.1 0.1 -0.2
O -3.633 -5.172 -0.008 1.8 0.3 -0.1
H -2.963 -6.852 0.968 0.0 0.0 0.0
H -3.145 -5.410 1.996 -0.1 0.1 -0.1
H -0.672 -6.031 1.132 0.1 -0.1 -0.2
H -1.201 -4.341 0.993 0.0 0.0 0.1
C 9.427 6.270 7.372 -0.4 0.1 -0.3
C 8.778 5.298 8.334 0.1 0.3 0.5
O 9.255 4.011 7.915 0.0 0.1 -0.5
S 10.741 4.156 7.335 -0.2 0.3 0.3
O 11.669 3.813 8.347 0.2 -0.1 -0.2
O 10.774 3.551 6.047 0.1 -0.2 0.6
O 10.745 5.747 7.161 0.0 -0.2 0.2
H 8.908 6.287 6.411 0.0 0.0 0.0
H 9.480 7.279 7.771 0.3 0.0 0.0
H 7.693 5.333 8.296 0.0 -0.2 -0.1
H 9.112 5.467 9.360 0.0 0.0 0.0
C -8.692 -6.523 1.592 -0.2 -0.5 0.1
C -7.463 -6.676 2.464 0.0 0.4 0.2
O -6.428 -7.075 1.556 -0.2 -0.2 -0.3
S -6.681 -6.394 0.121 -0.3 0.2 0.2
O -5.876 -5.236 0.017 -1.5 -0.2 -0.2
O -6.659 -7.417 -0.864 0.2 0.0 0.0
O -8.205 -5.950 0.374 0.3 0.1 0.2
H -9.141 -7.492 1.361 0.0 0.0 0.0
H -9.442 -5.876 2.041 0.1 0.2 -0.2
H -7.594 -7.422 3.243 0.2 -0.1 -0.1
H -7.173 -5.725 2.916 -0.1 0.0 0.0
C -7.003 -11.404 -1.317 0.3 -0.2 -0.4
C -7.440 -10.184 -2.097 0.0 0.3 0.4
O -8.643 -10.599 -2.767 0.1 -0.5 0.0
S -9.423 -11.656 -1.852 0.3 0.2 0.0
O -10.436 -10.977 -1.125 -0.1 -0.2 0.0
O -9.703 -12.806 -2.632 -0.2 0.1 0.0
O -8.222 -11.987 -0.840 -0.2 0.3 0.0
H -6.504 -12.132 -1.960 0.0 0.0 0.0
H -6.351 -11.151 -0.485 -0.2 0.0 0.1
H -6.696 -9.859 -2.818 -0.2 0.0 -0.2
H -7.687 -9.357 -1.436 0.1 0.0 0.0